No. 1
# C4H11NS

A 2-piece molecular cluster, C4H11NS overall at a distorted geometry (ωB97M-V/def2-TZVPD, the OMol25 dataset).

Results
Gap between HOMO and LUMO   8.318 eV
LUMO level   0.93 eV
HOMO   -0.2717 Eh
Structure (SMILES)   C=CN.CSC
ΔE to the lowest compared entry with this formula, charge and spin   2.644 eV

Atoms and positions in Å:
C1 -2.246 -1.841 0.069
C2 -1.873 -1.882 -1.240
N1 -0.732 -2.387 -1.851
H1 -2.194 -2.706 0.720
H2 -2.450 -0.835 0.420
H3 -2.532 -1.407 -1.963
H4 -0.120 -2.915 -1.251
H5 -0.316 -1.675 -2.424
C3 0.420 2.749 0.571
S1 0.712 0.964 0.559
C4 2.426 0.771 1.111
H6 -0.621 2.927 0.808
H7 1.157 3.262 1.182
H8 0.524 3.068 -0.470
H9 3.017 0.459 0.256
H10 2.576 0.074 1.931
H11 2.793 1.742 1.416

Results of the Löwdin charge analysis, in e, for atoms 1 through 2: -0.056 -0.299

***

No. 2
# C3H3ClF2O

A 2-piece molecular cluster, C3H3ClF2O overall at a distorted geometry (ωB97M-V/def2-TZVPD, the OMol25 dataset).

Results
Gap between HOMO and LUMO (alpha / beta)   8.393 / 8.148 eV
Expectation value of S²   2.030
LUMO level (alpha / beta)   0.91 / -2.02 eV
Spin multiplicity   3
HOMO (alpha / beta)   -0.2749 / -0.3737 Eh
ΔE to the lowest compared entry with this formula, charge and spin   0.159 eV

Atoms and positions in Å:
C1 0.308 1.140 0.300
C2 1.530 -0.829 -0.370
C3 -1.414 -0.143 -0.376
O1 -0.866 0.690 0.604
F1 0.685 1.962 1.259
F2 2.682 -0.474 -0.862
Cl1 1.786 -1.335 1.235
H1 -0.733 -0.955 -0.511
H2 -1.659 0.429 -1.275
H3 -2.319 -0.486 -0.004

Results of the Löwdin charge analysis, in e, for atoms 1 through 2: -0.182 -0.597

***

No. 3
# C16AlB4O32

C16AlB4O32 as an isolated structure at a distorted geometry (ωB97M-V/def2-TZVPD, the OMol25 dataset).

Results
Gap between HOMO and LUMO   1.388 eV
LUMO level   -6.85 eV
Net charge   -1
HOMO   -0.3026 Eh
ΔE to the lowest compared entry with this formula, charge and spin   1.535 eV

Atoms and positions in Å:
Al1 0.523 0.485 1.664
O1 1.483 -1.955 0.210
C1 0.762 -2.896 -0.086
O2 1.062 -4.110 -0.485
B1 -0.181 -4.913 -0.601
O3 -1.299 -3.998 -0.077
C2 -0.771 -2.825 0.216
O4 -1.449 -1.872 0.701
O5 -0.072 -6.187 0.139
C3 0.117 -7.157 -0.664
O6 0.359 -8.351 -0.415
C4 -0.258 -6.642 -2.083
O7 -0.368 -5.323 -2.001
O8 -0.327 -7.303 -3.131
O9 5.797 -1.411 8.450
C5 5.478 -1.574 7.257
O10 5.710 -0.881 6.183
B2 5.140 -1.517 4.958
O11 4.519 -2.800 5.478
C6 4.570 -2.848 6.813
O12 4.165 -3.621 7.678
O13 4.029 -0.790 4.389
C7 4.137 -0.652 3.139
O14 3.308 -0.051 2.413
C8 5.528 -1.167 2.676
O15 6.106 -1.621 3.829
O16 5.973 -1.157 1.545
O17 -0.059 3.084 0.356
C9 -1.152 3.621 0.036
O18 -1.415 4.848 -0.453
B3 -2.860 4.881 -0.732
O19 -3.439 3.540 -0.452
C10 -2.480 2.803 0.020
O20 -2.475 1.637 0.462
O21 -3.087 5.300 -2.211
C11 -3.992 6.248 -2.231
O22 -4.482 6.656 -3.290
C12 -4.435 6.629 -0.790
O23 -3.624 5.908 0.043
O24 -5.381 7.373 -0.504
O25 1.009 -0.524 -3.823
C13 0.004 0.175 -3.612
O26 -0.844 0.755 -4.517
B4 -1.844 1.652 -3.820
O27 -1.279 1.744 -2.468
C14 -0.390 0.756 -2.242
O28 0.126 0.408 -1.205
O29 -3.249 1.098 -3.840
C15 -4.159 2.028 -4.241
O30 -5.374 1.910 -4.434
C16 -3.323 3.291 -4.649
O31 -2.032 2.986 -4.463
O32 -3.804 4.327 -5.134

Results of the Löwdin charge analysis, in e, for atoms 1 through 2: 1.314 0.100

***

No. 4
# C34H35N2O4P2PdS

C34H35N2O4P2PdS as an isolated structure at a distorted geometry (ωB97M-V/def2-TZVPD, the OMol25 dataset).

Results
Gap between HOMO and LUMO   6.924 eV
LUMO level   -2.90 eV
Net charge   +1
HOMO   -0.3609 Eh
ΔE to the lowest compared entry with this formula, charge and spin   0.083 eV

Atoms and positions in Å:
Pd1 -0.846 1.346 -1.175
O1 -1.380 2.596 -2.688
C1 -2.009 1.832 -3.526
O2 -3.231 1.623 -3.469
C2 -1.152 1.217 -4.583
C3 -1.285 1.564 -5.920
C4 -0.425 1.028 -6.865
C5 0.566 0.141 -6.468
C6 0.698 -0.216 -5.135
C7 -0.168 0.310 -4.181
S1 -0.078 -0.288 -2.521
H1 -2.060 2.261 -6.215
H2 -0.525 1.305 -7.905
H3 1.241 -0.280 -7.202
H4 1.468 -0.912 -4.827
O3 0.682 1.655 0.861
P1 1.720 0.571 0.896
C8 0.961 -1.085 0.774
P2 -0.812 -1.195 1.142
O4 -1.608 -0.179 0.347
C9 -1.074 -1.007 2.907
C10 -0.659 0.176 3.524
C11 -0.869 0.360 4.880
C12 -1.504 -0.625 5.626
C13 -1.934 -1.792 5.015
C14 -1.721 -1.987 3.658
C15 -1.221 -2.873 0.667
C16 -0.608 -3.969 1.279
C17 -0.900 -5.252 0.850
C18 -1.796 -5.447 -0.195
C19 -2.394 -4.361 -0.815
C20 -2.105 -3.073 -0.387
C21 2.844 0.664 -0.496
C22 3.670 -0.397 -0.858
C23 4.473 -0.294 -1.980
C24 4.449 0.865 -2.745
C25 3.630 1.924 -2.386
C26 2.827 1.827 -1.260
C27 2.668 0.613 2.421
C28 2.569 1.749 3.219
C29 3.307 1.838 4.390
C30 4.143 0.796 4.765
C31 4.247 -0.337 3.969
C32 3.513 -0.429 2.798
H5 1.494 -1.817 1.385
H6 1.041 -1.397 -0.274
H7 -0.173 0.950 2.942
H8 -0.536 1.273 5.356
H9 -1.665 -0.479 6.686
H10 -2.437 -2.556 5.594
H11 -2.067 -2.899 3.190
H12 0.088 -3.826 2.098
H13 -0.428 -6.100 1.328
H14 -2.020 -6.451 -0.531
H15 -3.077 -4.515 -1.639
H16 -2.540 -2.220 -0.891
H17 3.683 -1.315 -0.280
H18 5.112 -1.120 -2.265
H19 5.070 0.940 -3.628
H20 3.606 2.823 -2.988
H21 2.166 2.639 -0.984
H22 1.915 2.557 2.915
H23 3.233 2.723 5.008
H24 4.718 0.867 5.678
H25 4.903 -1.147 4.260
H26 3.613 -1.314 2.180
N1 -3.962 1.141 -1.244
C33 -4.119 2.161 -0.163
C34 -3.085 3.269 -0.238
N2 -1.719 2.824 0.084
H27 -4.829 0.627 -1.381
H28 -3.226 0.470 -0.972
H29 -3.691 1.574 -2.199
H30 -4.081 1.642 0.796
H31 -5.107 2.604 -0.274
H32 -3.405 4.056 0.449
H33 -3.063 3.685 -1.245
H34 -1.633 2.447 1.024
H35 -1.087 3.618 0.031

Results of the Löwdin charge analysis, in e, for atoms 1 through 2: 0.708 -0.134

***

No. 5
# C4H11N3O

One molecule with the formula C4H11N3O at a distorted geometry (ωB97M-V/def2-TZVPD, the OMol25 dataset).

Results
Gap between HOMO and LUMO   9.949 eV
LUMO level   0.92 eV
HOMO   -0.3319 Eh
Structure (SMILES)   NCNCCNC=O
ΔE to the lowest compared entry with this formula, charge and spin   2.014 eV

Atoms and positions in Å:
N1 0.886 2.151 -1.472
C1 0.286 0.927 -1.948
N2 0.131 -0.099 -0.840
C2 -1.189 -0.580 -0.375
C3 -1.205 -0.769 1.189
N3 -0.079 -0.132 1.878
C4 1.002 -0.951 2.061
O1 0.994 -2.167 1.942
H1 1.903 2.191 -1.432
H2 0.678 2.312 -0.491
H3 -0.663 1.215 -2.364
H4 1.006 0.412 -2.602
H5 0.711 -0.897 -1.046
H6 -1.444 -1.545 -0.815
H7 -1.946 0.101 -0.844
H8 -0.968 -1.859 1.182
H9 -2.138 -0.597 1.695
H10 0.117 0.843 1.751
H11 1.921 -0.557 2.531

Results of the Löwdin charge analysis, in e, for atoms 1 through 2: -0.019 -0.277

***

No. 6
# C4H11N2

A 2-piece molecular cluster, C4H11N2 overall at a distorted geometry (ωB97M-V/def2-TZVPD, the OMol25 dataset).

Results
Gap between HOMO and LUMO   8.935 eV
LUMO level   -4.81 eV
Net charge   +1
HOMO   -0.5051 Eh
ΔE to the lowest compared entry with this formula, charge and spin   3.104 eV

Atoms and positions in Å:
C1 0.377 -1.943 1.391
C2 -1.197 -0.223 1.909
N1 -0.226 -0.629 1.184
H1 1.413 -1.748 1.697
H2 0.300 -2.463 0.438
H3 -0.106 -2.572 2.149
H4 -1.382 -0.795 2.799
H5 -1.704 0.706 1.638
H6 -0.003 -0.133 0.263
C3 -0.226 1.979 -1.345
C4 1.063 0.194 -2.022
N2 0.796 0.955 -1.024
H7 -1.020 1.925 -0.553
H8 -0.762 1.874 -2.270
H9 0.260 3.003 -1.305
H10 2.082 -0.174 -2.122
H11 0.337 0.044 -2.828

Results of the Löwdin charge analysis, in e, for atoms 1 through 2: -0.010 0.178